C17H28O5PS | wB97M-V/def2-TZVPD

**Frontier orbital gap**: 4.3 eV
**E_tot**: -48430.2026 eV
**Total charge**: -1
**Spin multiplicity**: 1
**Energy relative to the best compared isomer or geometry (same formula, charge and spin)**: 12.639 eV

Atoms and positions in Å:
C: -0.3337 0.5862 3.0883
C: -0.7351 1.4071 1.7112
O: -0.0597 0.9052 0.4959
C: -0.9928 0.1459 -0.3490
C: -0.1639 -1.0153 -1.2193
P: 1.5316 -0.4293 -1.8666
C: 2.9305 -0.6212 -0.5819
C: 1.4867 1.2895 -2.6813
C: -1.1121 -1.7658 -2.3472
C: -0.2585 -2.8683 -3.2654
C: 0.6726 -2.4875 -4.5591
C: 1.5113 -3.6528 -5.3844
C: 1.4299 -5.2250 -4.9268
C: 0.4657 -5.6430 -3.6680
C: -0.3587 -4.4692 -2.8614
C: -2.0364 -0.7614 -3.2466
O: -1.7874 0.6736 -3.0617
S: -2.0851 1.1904 -1.4638
O: -1.6100 2.6809 -1.2525
O: -3.5670 1.1487 -1.0236
H: 0.6004 1.1178 3.5981
H: -0.0843 -0.5431 2.8793
H: -1.1998 0.6138 3.8874
H: -1.9179 1.3249 1.6173
H: -0.5038 2.5467 1.9237
H: -1.6925 -0.4695 0.3982
H: 0.0728 -1.8618 -0.4101
H: 3.2629 0.4322 -0.1945
H: 3.8677 -1.0682 -1.1674
H: 2.6839 -1.3758 0.2983
H: 1.8151 1.1528 -3.8187
H: 2.3125 1.9754 -2.1656
H: 0.4792 1.8749 -2.5932
H: -1.8697 -2.4385 -1.7150
H: 0.7575 -1.3392 -4.8666
H: 2.1947 -3.3192 -6.2862
H: 2.0430 -6.0581 -5.4786
H: 0.3349 -6.7497 -3.3077
H: -1.0428 -4.7940 -1.9568
H: -3.1766 -0.9534 -2.9529
H: -1.9506 -1.0778 -4.3830
C: 0.9229 4.1196 5.4985
C: -0.5880 3.8386 5.4493
C: -0.9922 3.0139 6.6826
O: -0.8300 3.1073 4.3751
H: 1.5218 3.1993 5.5082
H: 1.2474 4.7221 4.6405
H: 1.1763 4.6817 6.4054
H: -1.0789 4.8150 5.5672
H: -0.4651 2.0522 6.7367
H: -2.0698 2.8069 6.6917
H: -0.7587 3.5646 7.6018

Atomic partial charges in e from the Mulliken method, atoms 1 to 4: atom 1 (C): -0.74, atom 2 (C): -0.39, atom 3 (O): -0.15, atom 4 (C): -0.22